Entry 1:
{"formula": "C34H30N3O5STcTe", "method": "ωB97M-V/def2-TZVPD", "spin_multiplicity": 2, "max_force_ev_per_a": 1.46, "orbital_gap_ev": [4.423, 4.303], "energy_ev": -70771.9571, "e_above_lowest_ev": 0.112, "total_charge": 1, "elements": ["Tc", "O", "C", "C", "C", "C", "C", "C", "C", "N", "C", "C", "N", "C", "C", "C", "C", "C", "C", "C", "O", "H", "H", "H", "H", "H", "H", "H", "H", "H", "H", "H", "H", "H", "H", "Te", "C", "C", "C", "C", "C", "C", "C", "C", "C", "C", "C", "C", "H", "H", "H", "H", "H", "H", "H", "H", "H", "H", "N", "C", "C", "C", "C", "C", "C", "S", "O", "O", "O", "H", "H", "H", "H", "H", "H"], "coordinates": [[-1.97063, -0.94167, 0.43602], [-2.32633, -1.54829, -1.27853], [-1.96891, -2.55815, -2.10069], [-2.45789, -2.54474, -3.40149], [-2.09378, -3.56225, -4.26314], [-1.26236, -4.60420, -3.84681], [-0.79315, -4.62028, -2.55441], [-1.13423, -3.59196, -1.66017], [-0.65444, -3.63879, -0.31051], [-0.87074, -2.73598, 0.58190], [-0.37436, -2.95604, 1.94071], [-1.52035, -2.63887, 2.87516], [-2.13235, -1.37272, 2.42613], [-2.83190, -0.70038, 3.30219], [-3.46685, 0.54758, 3.11446], [-4.12523, 1.15694, 4.21000], [-4.67794, 2.39922, 4.07818], [-4.57858, 3.08236, 2.85364], [-3.94007, 2.52566, 1.77121], [-3.40134, 1.24347, 1.89559], [-2.77388, 0.71468, 0.85538], [-3.10592, -1.73795, -3.71406], [-2.46667, -3.54848, -5.27916], [-0.99226, -5.39164, -4.53577], [-0.15139, -5.42230, -2.20987], [-0.05872, -4.50412, -0.02548], [0.46656, -2.28336, 2.12971], [-0.02487, -3.97929, 2.07589], [-1.17102, -2.54961, 3.90308], [-2.27452, -3.42754, 2.82815], [-2.89145, -1.12445, 4.30226], [-4.17133, 0.62853, 5.15415], [-5.17736, 2.86541, 4.91535], [-5.00631, 4.07192, 2.75824], [-3.84045, 3.04818, 0.82909], [2.03363, -1.30873, -1.85076], [2.52508, 0.73328, -2.00451], [2.92850, 1.46693, -0.89346], [3.05937, 2.84562, -0.99691], [2.78383, 3.49304, -2.19702], [2.41592, 2.74984, -3.30779], [2.28657, 1.36706, -3.21750], [3.62255, -1.90680, -0.60804], [4.77797, -2.43433, -1.17630], [5.83976, -2.81306, -0.36644], [5.75488, -2.67070, 1.01125], [4.60287, -2.15316, 1.58440], [3.53944, -1.77763, 0.77571], [3.12869, 0.97658, 0.05237], [3.34690, 3.42697, -0.12689], [2.82257, 4.57308, -2.24575], [2.20968, 3.24746, -4.24700], [1.98444, 0.79718, -4.08808], [4.85544, -2.54128, -2.25078], [6.73750, -3.21682, -0.81544], [6.58801, -2.95931, 1.63818], [4.53518, -2.03808, 2.65875], [2.64230, -1.36914, 1.22862], [-0.11669, 0.05971, 0.64432], [-0.19288, 1.43377, 0.26208], [-0.45596, 1.75814, -1.07331], [-0.59223, 3.08589, -1.42220], [-0.46876, 4.08027, -0.44611], [-0.24550, 3.74110, 0.89534], [-0.11009, 2.41932, 1.25444], [-0.46979, 5.81555, -0.91901], [-1.21174, 6.44229, 0.15663], [0.94661, 6.11380, -0.93762], [-1.11250, 5.81293, -2.21710], [0.27175, -0.06370, 1.57482], [0.41146, -0.52536, -0.04304], [-0.54956, 0.96787, -1.81536], [-0.79306, 3.39188, -2.44001], [-0.17713, 4.53991, 1.62342], [0.06606, 2.13774, 2.28969]], "forces_ev_per_angstrom": [[0.266, 0.984, -0.077], [0.071, -0.044, 0.363], [0.034, 0.021, -0.205], [0.068, -0.001, 0.118], [-0.018, -0.031, -0.046], [-0.003, 0.026, -0.019], [0.014, 0.050, 0.079], [-0.035, -0.071, 0.027], [0.025, 0.181, -0.102], [-0.199, -0.203, 0.049], [-0.015, 0.104, 0.044], [-0.061, -0.062, 0.000], [-0.124, 0.083, 0.070], [0.219, -0.056, -0.074], [-0.139, 0.025, 0.170], [0.046, -0.024, -0.020], [-0.020, 0.023, 0.047], [-0.015, 0.038, -0.034], [0.000, -0.034, -0.007], [0.046, 0.248, -0.077], [-0.068, -0.817, -0.034], [0.006, 0.009, -0.006], [0.012, -0.004, 0.015], [-0.004, 0.004, 0.004], [-0.010, -0.002, -0.012], [0.015, -0.030, -0.016], [0.023, -0.021, -0.035], [0.016, 0.000, -0.008], [-0.032, 0.020, 0.030], [0.018, -0.008, -0.011], [-0.021, -0.029, 0.024], [-0.016, -0.005, -0.002], [-0.003, 0.001, -0.005], [0.019, -0.001, 0.008], [0.015, 0.019, 0.014], [0.047, -0.073, -0.101], [0.009, 0.135, -0.013], [-0.029, 0.078, -0.076], [-0.006, -0.002, 0.075], [-0.029, -0.022, 0.070], [-0.027, -0.043, -0.010], [-0.026, 0.042, 0.018], [0.036, -0.071, 0.067], [0.005, 0.021, -0.038], [0.000, -0.003, 0.010], [0.016, -0.003, -0.014], [-0.020, -0.006, 0.005], [-0.048, -0.007, 0.013], [0.005, -0.009, 0.008], [-0.023, -0.046, -0.087], [0.001, 0.003, 0.005], [0.001, -0.013, 0.019], [0.024, -0.008, -0.011], [0.001, 0.008, 0.013], [-0.001, 0.006, 0.000], [-0.004, -0.005, -0.006], [-0.001, 0.007, -0.010], [0.013, 0.027, 0.001], [-0.843, -1.142, -0.330], [-0.035, 1.038, -0.166], [0.073, -0.430, 0.607], [0.031, 0.401, 0.337], [0.158, -0.400, 0.071], [-0.057, 0.275, -0.506], [0.009, -0.644, -0.313], [-0.366, 0.046, -0.025], [-0.035, -0.013, 0.006], [0.350, -0.028, -0.003], [-0.028, -0.023, 0.007], [0.124, 0.099, -0.041], [0.460, 0.379, 0.176], [0.036, 0.054, 0.011], [0.028, 0.010, -0.018], [0.005, -0.022, -0.013], [0.014, -0.008, -0.010]]}

---

Entry 2:
{"formula": "C34H30NO7RhS2Te", "method": "ωB97M-V/def2-TZVPD", "spin_multiplicity": 5, "max_force_ev_per_a": 5.91, "orbital_gap_ev": [6.543, 6.863], "energy_ev": -83532.8817, "e_above_lowest_ev": 0.152, "total_charge": 0, "elements": ["Rh", "O", "S", "O", "O", "C", "C", "C", "C", "C", "C", "S", "O", "O", "O", "H", "H", "H", "H", "N", "C", "C", "C", "C", "C", "C", "C", "C", "C", "C", "C", "C", "C", "H", "H", "H", "H", "H", "H", "H", "H", "H", "H", "Te", "C", "C", "C", "C", "C", "C", "C", "C", "C", "C", "C", "C", "H", "H", "H", "H", "H", "H", "H", "H", "H", "H", "C", "C", "C", "O", "H", "H", "H", "H", "H", "H"], "coordinates": [[0.22699, 0.87523, 0.26292], [-0.27293, 3.66407, 3.55051], [0.38105, 2.54333, 2.93610], [0.20282, 2.58275, 1.45812], [0.17194, 1.22021, 3.57853], [2.12641, 2.89961, 3.21342], [2.43687, 3.83986, 4.22711], [3.71699, 3.89035, 4.70787], [4.74636, 3.21488, 4.05070], [4.53899, 2.48416, 2.91275], [3.16294, 2.27614, 2.50580], [2.92552, 1.09567, 1.16526], [4.16892, 0.34184, 1.00606], [2.47094, 1.85864, -0.05192], [1.80081, 0.09792, 1.50235], [1.66625, 4.49482, 4.59778], [3.83505, 4.46317, 5.65636], [5.75820, 3.28560, 4.40468], [5.34679, 1.89879, 2.42611], [0.45861, -0.33393, -1.04296], [0.85296, -0.59465, -2.23447], [0.36727, 0.01391, -3.50431], [-0.84911, 0.70887, -3.57064], [-1.27556, 1.35384, -4.69987], [-0.41740, 1.37489, -5.83943], [0.80446, 0.73444, -5.75520], [1.19736, 0.03249, -4.62353], [1.85997, -1.69268, -2.31807], [2.83572, -1.88060, -1.27733], [3.54351, -3.07177, -1.17613], [3.38166, -4.08960, -2.16582], [2.57952, -3.82881, -3.22702], [1.85839, -2.60141, -3.36556], [-1.47118, 0.73640, -2.68502], [-2.23003, 1.86135, -4.69439], [-0.76661, 1.95268, -6.71609], [1.50854, 0.78078, -6.61817], [2.13731, -0.53650, -4.64327], [2.89212, -1.13796, -0.47430], [4.08186, -3.28026, -0.22123], [3.79135, -5.13513, -2.06314], [2.49333, -4.53026, -4.03983], [1.23316, -2.51081, -4.26891], [-1.16320, -0.48985, 2.20567], [-3.13637, -0.78716, 1.36414], [-3.65563, -0.29798, 0.16206], [-4.99107, -0.54406, -0.19716], [-5.87918, -1.09650, 0.77539], [-5.34717, -1.52751, 2.01566], [-3.97263, -1.47836, 2.21727], [-0.93890, -2.61931, 2.08047], [-1.50089, -3.23512, 0.98280], [-1.64142, -4.64048, 0.98109], [-1.03323, -5.39833, 2.00109], [-0.32978, -4.71571, 3.04613], [-0.33869, -3.35741, 3.09428], [-2.98762, 0.25404, -0.52532], [-5.30472, -0.27088, -1.18572], [-6.92213, -1.21869, 0.53442], [-5.98618, -2.05513, 2.73727], [-3.55168, -1.95497, 3.10952], [-1.89682, -2.63640, 0.20325], [-2.24238, -5.10124, 0.21124], [-1.13050, -6.51179, 2.00126], [0.23278, -5.25571, 3.80768], [0.14493, -2.80738, 3.86435], [-2.63835, 3.49279, -0.10346], [-1.44051, 3.03606, -0.78451], [-0.77549, 4.10312, -1.61731], [-1.12267, 1.76490, -0.84390], [-3.31136, 4.07146, -0.77556], [-2.28600, 4.20112, 0.69824], [-3.26538, 2.70664, 0.35362], [-0.12949, 4.65285, -0.89980], [-1.58043, 4.78712, -2.03207], [-0.15602, 3.57751, -2.36788]], "forces_ev_per_angstrom": [[1.155, 0.849, 2.806], [-0.612, -0.082, 0.062], [0.994, 0.058, 1.753], [-0.450, 0.409, 0.853], [0.432, 2.447, -0.835], [0.516, 0.182, -0.672], [-0.419, -1.009, -0.916], [0.089, 0.652, 0.824], [0.462, 0.408, 0.325], [-1.786, -1.263, -0.753], [1.107, -0.125, 0.804], [0.099, -1.726, -1.542], [-1.066, 1.371, 0.337], [0.366, -0.915, 1.737], [1.798, 1.529, 0.464], [-0.243, -0.321, 0.308], [0.476, -0.366, -1.030], [0.242, 0.072, 0.295], [-0.746, 0.691, 0.259], [0.261, -2.747, -5.167], [0.335, -0.765, 1.056], [0.030, 0.625, 0.111], [-0.145, -0.485, 0.863], [1.060, 0.047, -1.269], [-1.306, 0.627, 0.824], [0.708, 0.137, -1.352], [0.142, -0.302, 0.023], [1.523, -0.266, 0.066], [-1.175, -0.224, -0.105], [-0.209, -0.685, 0.362], [0.596, -0.452, 1.617], [-0.772, 1.477, -1.345], [0.019, -1.541, 0.117], [0.038, -0.177, -0.139], [-0.017, 0.021, -0.155], [0.558, -0.573, 0.441], [-0.690, -0.098, 0.731], [-0.435, 0.628, 0.135], [0.080, -0.387, -0.370], [-0.153, 0.299, -1.118], [-0.147, 1.476, 0.046], [-0.071, -0.276, -0.052], [0.187, 0.096, 0.769], [-1.433, -1.372, -0.006], [0.085, 0.514, -0.320], [0.445, 0.068, -0.364], [-0.080, -0.279, 1.868], [1.663, 0.283, -0.311], [-0.446, -0.569, -1.216], [-0.518, -0.054, 1.053], [0.229, 0.468, -0.700], [-0.029, -1.493, 0.788], [0.696, 0.311, 0.835], [-0.020, 0.293, 0.259], [-0.447, -1.797, -0.887], [-0.141, 1.096, -0.572], [-0.484, -0.454, 0.363], [-0.373, 0.135, -0.207], [-0.153, -0.032, 0.060], [0.275, 0.419, -0.318], [-0.221, 0.265, -0.201], [-0.409, 0.210, -0.700], [0.176, -0.189, -0.133], [0.200, 1.158, 0.035], [-0.339, -0.083, -0.189], [0.372, 0.125, 0.767], [-1.359, 0.564, 1.629], [0.015, -2.846, -1.615], [0.196, -0.666, 0.379], [-2.311, 5.331, -1.064], [0.657, -0.260, 0.292], [-0.481, -0.519, -0.523], [0.610, 0.196, -0.090], [-0.190, -0.007, -0.604], [1.236, -0.829, 0.370], [-0.252, 0.696, 0.158]]}

---

Entry 3:
{"formula": "C34H31AsF5IrO3PS2", "method": "ωB97M-V/def2-TZVPD", "spin_multiplicity": 2, "max_force_ev_per_a": 0.45, "orbital_gap_ev": [6.498, 6.172], "energy_ev": -150112.1153, "e_above_lowest_ev": 0.000, "total_charge": 2, "elements": ["Ir", "C", "C", "C", "C", "C", "C", "C", "H", "H", "H", "H", "H", "H", "H", "H", "O", "S", "O", "O", "C", "C", "C", "C", "C", "C", "P", "C", "C", "C", "C", "C", "C", "C", "C", "C", "C", "C", "C", "H", "H", "H", "H", "H", "H", "H", "H", "H", "H", "H", "H", "H", "H", "C", "As", "C", "C", "S", "H", "H", "H", "H", "H", "H", "H", "H", "H", "F", "C", "C", "C", "F", "C", "F", "C", "F", "C", "F"], "coordinates": [[-0.26866, 0.50545, -0.24647], [-2.12609, 4.14385, 0.46534], [-2.54141, 2.71225, 0.29658], [-3.63634, 2.37760, -0.46295], [-4.14321, 1.06636, -0.49425], [-3.55673, 0.06881, 0.24099], [-2.42201, 0.36691, 1.01894], [-1.89212, 1.67237, 1.03837], [-1.14983, 4.34447, 0.02427], [-2.06175, 4.39563, 1.52568], [-2.84903, 4.81186, 0.00244], [-4.15859, 3.15626, -1.00459], [-5.03465, 0.85652, -1.07130], [-3.97022, -0.93067, 0.25878], [-2.10311, -0.36275, 1.74713], [-1.21872, 1.96097, 1.83694], [0.98667, -1.86533, -2.37344], [2.07394, -1.06793, -1.84530], [3.13301, -0.70117, -2.72655], [1.52520, 0.20100, -1.18823], [2.73334, -1.98214, -0.49938], [3.88023, -2.72753, -0.71199], [4.32858, -3.58591, 0.28155], [3.61649, -3.71066, 1.46481], [2.47177, -2.95711, 1.67446], [2.02438, -2.07042, 0.69367], [0.57886, -1.11330, 1.20769], [1.05962, -0.23683, 2.68733], [2.41434, 0.04551, 2.88836], [2.80948, 0.75358, 4.01018], [1.86347, 1.18672, 4.92839], [0.51278, 0.92436, 4.72452], [0.10632, 0.22581, 3.60402], [-0.67581, -2.36368, 1.51240], [-1.13039, -3.08169, 0.40244], [-2.03095, -4.11634, 0.57822], [-2.47516, -4.44321, 1.85517], [-2.00397, -3.74800, 2.95908], [-1.10076, -2.70748, 2.79590], [4.40947, -2.63036, -1.65026], [5.22861, -4.16458, 0.12546], [3.95364, -4.39164, 2.23421], [1.93578, -3.05682, 2.61094], [3.15869, -0.29133, 2.17864], [3.85805, 0.96519, 4.16833], [2.17752, 1.73480, 5.80656], [-0.22100, 1.26602, 5.44180], [-0.94885, 0.03993, 3.45721], [-0.76699, -2.84236, -0.59112], [-2.37894, -4.67871, -0.27763], [-3.17795, -5.25437, 1.99026], [-2.32978, -4.02076, 3.95358], [-0.71459, -2.19806, 3.66731], [-0.97346, -2.16245, -4.60734], [-0.83641, -0.34211, -4.02750], [0.77200, 0.44543, -4.71519], [-2.25531, 0.65747, -4.85059], [-1.58394, -0.31744, -1.93303], [-0.86162, -2.18445, -5.69093], [-1.95041, -2.55244, -4.32925], [-0.18120, -2.73362, -4.13087], [0.76668, 0.14695, -5.76588], [1.66576, 0.07066, -4.23399], [0.70766, 1.52722, -4.63783], [-2.21487, 0.48277, -5.92586], [-2.11162, 1.71588, -4.64240], [-3.21504, 0.32649, -4.46033], [0.92612, 2.57476, 2.20098], [1.07839, 3.05740, 0.96208], [0.58966, 2.36758, -0.13436], [0.74336, 2.97913, -1.36862], [0.25996, 2.37890, -2.47871], [1.34381, 4.21321, -1.52554], [1.44753, 4.75678, -2.72858], [1.84170, 4.87033, -0.41042], [2.42332, 6.04519, -0.53645], [1.70723, 4.28569, 0.83945], [2.15806, 4.90959, 1.91667]], "forces_ev_per_angstrom": [[0.183, -0.301, -0.272], [0.003, -0.005, 0.016], [-0.050, 0.009, -0.021], [0.042, 0.018, 0.005], [-0.002, -0.021, 0.022], [-0.029, -0.014, -0.003], [0.003, 0.038, -0.019], [-0.043, -0.016, -0.003], [0.004, -0.007, -0.022], [0.013, 0.003, -0.003], [-0.003, 0.000, 0.005], [-0.005, -0.002, 0.000], [0.000, 0.004, -0.004], [0.002, -0.001, -0.001], [0.011, 0.005, 0.006], [-0.030, -0.019, 0.014], [0.072, 0.066, 0.025], [0.018, -0.033, 0.099], [0.003, -0.004, -0.018], [-0.126, 0.084, -0.195], [-0.101, -0.031, -0.019], [0.029, -0.007, -0.013], [-0.006, 0.007, -0.010], [-0.008, 0.002, 0.009], [0.021, -0.017, -0.001], [0.069, 0.082, 0.036], [-0.058, 0.145, 0.111], [-0.050, -0.054, 0.027], [0.017, 0.014, -0.013], [0.003, 0.002, 0.000], [-0.010, -0.004, 0.001], [0.007, -0.018, 0.010], [0.028, -0.037, 0.017], [0.005, -0.010, -0.043], [-0.003, 0.004, -0.015], [-0.001, 0.004, 0.011], [0.002, 0.002, -0.002], [-0.008, -0.006, 0.004], [0.034, 0.009, -0.003], [0.000, 0.003, 0.004], [-0.001, -0.001, -0.003], [-0.002, 0.000, 0.001], [0.006, 0.008, 0.003], [-0.001, 0.009, 0.009], [0.001, -0.001, 0.000], [-0.002, 0.000, 0.002], [-0.002, 0.001, -0.001], [-0.024, -0.016, -0.001], [-0.002, 0.000, -0.002], [0.000, -0.001, -0.002], [0.000, -0.001, 0.000], [0.000, 0.000, 0.001], [0.001, 0.019, 0.009], [0.028, -0.046, -0.035], [0.022, -0.209, -0.024], [-0.042, 0.066, 0.042], [-0.007, -0.066, -0.028], [-0.071, 0.315, 0.119], [-0.020, 0.017, -0.013], [-0.013, 0.020, -0.003], [-0.053, 0.027, -0.043], [-0.007, 0.010, 0.003], [0.069, -0.033, 0.039], [-0.011, -0.032, 0.018], [-0.004, 0.028, 0.000], [0.000, -0.001, 0.020], [-0.003, -0.006, -0.013], [0.016, 0.067, -0.040], [-0.087, 0.054, -0.001], [0.162, -0.146, 0.221], [0.008, -0.048, -0.065], [0.003, 0.071, 0.063], [-0.002, -0.020, -0.016], [0.005, 0.008, 0.001], [0.000, 0.006, 0.013], [-0.003, -0.006, 0.002], [0.002, 0.016, -0.009], [-0.002, -0.005, -0.005]]}